The following is a quantum chemistry calculation of an isolated molecule of C22H25N3O7S at a distorted geometry, from OMol25.

Calculated values
LUMO level = 0.26 eV
E_HOMO = -8.08 eV
Gap between HOMO and LUMO = 8.339 eV
ΔE to the lowest compared entry with this formula, charge and spin = 2.181 eV
SMILES = CCOC(=O)c1c(C)[nH]c(C)c1C(=O)CSc1nnc(-c2cc(OC)c(OC)c(OC)c2)o1

Structure (ORCA input):
```
! wB97M-V def2-TZVPD RIJCOSX def2/J DEFGRID3
* xyz 0 1
C -2.19 -4.16 -0.65
C -2.43 -3.87 0.83
O -1.92 -2.59 1.18
C -2.72 -1.54 0.95
O -3.87 -1.65 0.60
C -2.05 -0.27 1.21
C -0.77 -0.10 1.73
C 0.25 -1.09 2.14
N -0.55 1.23 1.85
C -1.65 1.94 1.45
C -1.65 3.43 1.43
C -2.60 1.04 1.03
C -3.89 1.46 0.45
O -4.56 2.34 0.94
C -4.27 0.83 -0.88
S -3.07 1.46 -2.10
C -1.75 0.39 -1.77
N -1.74 -0.91 -1.76
N -0.49 -1.29 -1.43
C 0.21 -0.20 -1.26
C 1.59 -0.11 -0.85
C 2.32 -1.28 -0.66
C 3.63 -1.19 -0.23
O 4.45 -2.25 -0.01
C 3.93 -3.54 -0.23
C 4.23 0.07 0.01
O 5.51 -0.01 0.45
C 6.38 1.10 0.38
C 3.47 1.24 -0.17
O 4.06 2.44 0.11
C 3.37 3.63 -0.21
C 2.16 1.13 -0.61
O -0.54 0.91 -1.47
H -2.71 -3.43 -1.26
H -1.13 -4.10 -0.87
H -2.55 -5.16 -0.89
H -1.89 -4.58 1.47
H -3.50 -3.91 1.05
H 0.39 -1.84 1.37
H -0.07 -1.61 3.05
H 1.20 -0.59 2.33
H 0.30 1.64 2.19
H -1.30 3.82 2.38
H -1.01 3.81 0.64
H -2.67 3.79 1.26
H -4.23 -0.25 -0.87
H -5.25 1.19 -1.20
H 1.85 -2.22 -0.87
H 3.63 -3.68 -1.28
H 3.08 -3.75 0.42
H 4.75 -4.23 0.00
H 6.13 1.87 1.12
H 7.37 0.70 0.60
H 6.38 1.55 -0.62
H 3.10 3.66 -1.27
H 4.07 4.43 0.01
H 2.48 3.75 0.40
H 1.56 2.01 -0.76
*
```

***

The following is a quantum chemistry calculation of an isolated molecule of C2H3NO3 at a distorted geometry, from OMol25.

Calculated values
LUMO level = 0.57 eV
E_HOMO = -11.11 eV
Gap between HOMO and LUMO = 11.678 eV
ΔE to the lowest compared entry with this formula, charge and spin = 0.184 eV
SMILES = O=CNC(=O)O

Structure (ORCA input):
```
! wB97M-V def2-TZVPD RIJCOSX def2/J DEFGRID3
* xyz 0 1
O -1.69 -0.94 0.42
C -1.53 -0.13 -0.48
N -0.32 0.45 -0.73
C 0.88 0.27 0.02
O 1.82 0.97 -0.21
O 0.87 -0.65 0.96
H -2.37 0.03 -1.16
H -0.24 1.27 -1.30
H 0.10 -1.23 0.96
*
```

***

The following is a quantum chemistry calculation of a cluster of 6 separate species, C27H30O15 in total at a distorted geometry, from OMol25.

Calculated values
LUMO level = -2.61 eV
E_HOMO = -8.02 eV
Gap between HOMO and LUMO = 5.411 eV
ΔE to the lowest compared entry with this formula, charge and spin = 13.540 eV
SMILES = O=C1C=C(O)C(=O)C=C1O.O=C1C=C(O)C(=O)C=C1O.O=C1C=C(O)C(=O)C=C1O.CC(C)=O.CC(C)=O.CC(C)=O

Structure (ORCA input):
```
! wB97M-V def2-TZVPD RIJCOSX def2/J DEFGRID3
* xyz 0 1
O 0.51 3.93 8.77
C 0.80 4.27 7.59
C 1.46 3.29 6.72
C 1.46 3.59 5.16
O 1.61 2.58 4.22
C 1.14 4.99 4.75
O 1.22 5.23 3.56
C 0.72 5.96 5.72
C 0.49 5.57 7.13
O 0.00 6.60 8.07
H 1.62 2.37 7.04
H 1.61 1.79 4.64
H 0.58 7.00 5.29
H 0.07 6.35 9.04
O 2.25 -5.56 -4.09
C 2.56 -4.60 -3.46
C 3.83 -4.54 -2.65
C 4.16 -3.45 -1.64
O 5.10 -3.68 -0.72
C 3.17 -2.35 -1.42
O 3.39 -1.56 -0.54
C 1.95 -2.35 -2.21
C 1.75 -3.40 -3.22
O 0.60 -3.40 -3.99
H 4.45 -5.39 -2.93
H 5.70 -4.56 -0.69
H 1.30 -1.58 -2.24
H 0.66 -4.02 -4.58
O -2.10 0.94 1.28
C -1.06 1.38 0.73
C 0.00 1.99 1.42
C 1.30 2.56 0.73
O 2.21 3.38 1.33
C 1.53 2.17 -0.61
O 2.64 2.42 -1.17
C 0.47 1.56 -1.35
C -0.87 1.11 -0.68
O -1.73 0.58 -1.53
H -0.09 2.30 2.50
H 1.81 3.50 2.31
H 0.73 1.25 -2.41
H -2.64 0.41 -0.88
C -0.95 -2.33 1.02
C 0.07 -2.90 2.05
C 1.56 -3.01 1.68
O -0.33 -3.28 3.18
H -1.27 -3.13 0.27
H -0.67 -1.42 0.40
H -1.86 -2.21 1.73
H 1.41 -3.34 0.72
H 2.03 -3.66 2.20
H 1.96 -2.16 1.58
C -5.99 -1.83 0.02
C -4.66 -1.58 -0.78
C -4.07 -2.62 -1.64
O -4.10 -0.45 -0.55
H -6.77 -1.83 -0.59
H -5.86 -1.07 0.65
H -6.16 -2.74 0.42
H -3.12 -2.43 -2.22
H -4.60 -2.94 -2.50
H -3.47 -3.45 -1.18
C -0.35 0.93 -7.31
C -0.42 1.10 -5.76
C -1.83 0.97 -5.06
O 0.50 1.64 -5.19
H -0.14 0.01 -7.64
H 0.38 1.52 -7.77
H -1.41 1.07 -7.76
H -2.59 1.66 -5.56
H -1.75 0.97 -3.92
H -1.93 -0.09 -5.48
*
```

***

The following is a quantum chemistry calculation of a structure of composition C12H36N2O5 at a distorted geometry, from OMol25.

Calculated values
LUMO level = 0.32 eV
E_HOMO = -8.66 eV
Gap between HOMO and LUMO = 8.976 eV
ΔE to the lowest compared entry with this formula, charge and spin = 8.946 eV

Structure (ORCA input):
```
! wB97M-V def2-TZVPD RIJCOSX def2/J DEFGRID3
* xyz 0 1
C 10.19 8.28 4.39
C 8.93 7.64 4.03
O 8.74 7.39 2.69
H 11.01 7.68 3.99
H 10.28 8.49 5.46
H 10.36 9.13 3.73
H 8.10 8.26 4.37
H 8.85 6.71 4.61
H 8.05 6.73 2.73
C 8.17 3.39 1.64
C 8.68 2.28 0.73
O 8.28 1.08 1.31
H 7.09 3.43 1.50
H 8.58 4.37 1.39
H 8.33 3.18 2.70
H 9.76 2.37 0.82
H 8.40 2.30 -0.32
H 7.33 1.15 1.38
C 7.93 2.53 4.41
C 8.84 2.06 5.52
C 8.98 0.54 5.46
O 9.56 0.21 6.78
C 9.84 -1.22 6.84
N 10.02 2.85 5.38
H 8.21 2.13 3.43
H 7.84 3.62 4.36
H 6.88 2.29 4.57
H 8.28 2.36 6.40
H 9.60 0.31 4.60
H 7.99 0.11 5.31
H 8.98 -1.73 6.40
H 9.96 -1.78 7.77
H 10.69 -1.57 6.26
H 9.78 3.82 5.50
H 10.46 2.57 6.24
C 5.87 2.80 3.42
C 4.66 3.22 2.59
C 5.15 4.10 1.36
O 5.84 5.33 1.69
C 5.01 6.36 2.28
N 3.80 2.08 2.22
H 5.69 2.04 4.18
H 6.25 3.73 3.83
H 6.82 2.52 2.97
H 3.98 3.88 3.13
H 4.38 4.27 0.60
H 5.86 3.52 0.78
H 4.71 6.03 3.27
H 4.25 6.63 1.54
H 5.73 7.18 2.31
H 4.00 1.50 1.43
H 2.89 2.45 1.96
O 7.47 5.50 2.94
H 7.63 4.64 3.33
H 6.65 5.40 2.45
*
```

***

The following is a quantum chemistry calculation of an isolated molecule of C5H5NO4S at a distorted geometry, from OMol25.

Calculated values
LUMO level = -0.40 eV
E_HOMO = -9.26 eV
Gap between HOMO and LUMO = 8.859 eV
ΔE to the lowest compared entry with this formula, charge and spin = 1.833 eV
SMILES = O=S(=O)(O)c1cccc[n+]1[O-]

Structure (ORCA input):
```
! wB97M-V def2-TZVPD RIJCOSX def2/J DEFGRID3
* xyz 0 1
O 1.13 2.81 -0.28
S 1.59 1.44 -0.09
O 2.71 1.11 -0.97
O 2.19 1.49 1.41
C 0.29 0.22 -0.04
C -0.04 -0.56 1.08
C -1.13 -1.46 1.00
C -1.78 -1.66 -0.20
C -1.39 -0.83 -1.26
N -0.40 0.06 -1.19
O -0.18 0.63 -2.28
H 2.54 2.40 1.37
H 0.48 -0.41 2.04
H -1.49 -1.98 1.89
H -2.62 -2.31 -0.30
H -1.90 -0.94 -2.18
*
```

***

The following is a quantum chemistry calculation of an isolated molecule of C4H9NO, from OMol25.

Calculated values
LUMO level = 1.00 eV
E_HOMO = -8.62 eV
Gap between HOMO and LUMO = 9.620 eV
ΔE to the lowest compared entry with this formula, charge and spin = 2.287 eV
SMILES = CCO/C=N/C

Structure (ORCA input):
```
! wB97M-V def2-TZVPD RIJCOSX def2/J DEFGRID3
* xyz 0 1
C 0.00 -0.17 -2.56
C -0.05 -0.01 -1.06
O 1.26 0.23 -0.53
C 1.24 0.25 0.84
N 0.19 0.02 1.43
C -0.71 0.00 2.51
H 0.35 0.74 -3.06
H 0.64 -1.00 -2.84
H -1.02 -0.38 -2.90
H -0.71 0.82 -0.77
H -0.47 -0.91 -0.59
H 2.26 0.47 1.20
H -0.97 -1.04 2.73
H -1.62 0.49 2.16
H -0.39 0.49 3.44
*
```

***

The following is a quantum chemistry calculation of an isolated molecule of C5H9NO at a distorted geometry, from OMol25.

Calculated values
LUMO level (alpha / beta) = 0.11 / 0.11 eV
E_HOMO (alpha / beta) = -7.83 / -7.83 eV
Gap between HOMO and LUMO (alpha / beta) = 7.935 / 7.933 eV
ΔE to the lowest compared entry with this formula, charge and spin = 4.383 eV
SMILES = [H]/N=C(C)\C(C)=C/O

Structure (ORCA input):
```
! wB97M-V def2-TZVPD RIJCOSX def2/J DEFGRID3
* xyz 0 1
H 0.91 -0.14 -2.59
N 1.44 0.04 -1.73
C 0.70 0.23 -0.70
C 0.81 1.75 0.05
C -0.20 -0.64 -0.01
C 0.06 -2.11 0.12
C -1.07 0.05 0.79
O -1.89 1.03 0.33
H 0.32 2.44 -0.65
H 0.51 1.94 1.08
H 1.88 1.95 0.01
H 0.50 -2.54 -0.78
H 0.75 -2.29 0.95
H -0.84 -2.69 0.33
H -1.40 -0.34 1.76
H -2.49 1.33 1.03
*
```

***

The following is a quantum chemistry calculation of a structure of composition C49H47F7I2N3 at a distorted geometry, from OMol25.

Calculated values
LUMO level = -3.82 eV
E_HOMO = -10.30 eV
Gap between HOMO and LUMO = 6.477 eV

Structure (ORCA input):
```
! wB97M-V def2-TZVPD RIJCOSX def2/J DEFGRID3
* xyz 1 1
C 0.02 0.44 -1.45
C 0.25 0.07 -2.91
I 2.27 -0.39 -3.43
C -0.75 0.01 -3.77
I -0.36 -0.59 -5.79
C -2.21 0.28 -3.49
N -3.00 -0.93 -3.07
C -3.78 -0.51 -2.04
N -4.92 -1.17 -1.70
N -3.34 0.60 -1.43
C -2.74 1.38 -2.58
C -1.99 2.68 -2.31
H -0.99 0.25 -1.11
H 0.77 -0.08 -0.84
H 0.23 1.51 -1.35
H -2.59 0.58 -4.47
H -3.62 -1.05 -3.87
H -5.81 -0.75 -1.93
H -4.89 -2.02 -1.17
H -4.19 1.06 -1.08
H -3.65 1.73 -3.09
H -2.61 3.55 -2.50
H -1.08 2.70 -2.91
H -1.70 2.76 -1.26
F -0.20 2.61 1.57
C 1.14 2.54 1.72
C 1.67 1.91 2.83
C 3.05 1.84 2.97
C 3.88 2.41 2.01
C 3.33 3.04 0.90
C 1.95 3.11 0.75
H 1.01 1.48 3.57
H 3.48 1.34 3.82
H 4.95 2.35 2.12
H 3.97 3.49 0.15
H 1.50 3.59 -0.10
F -2.66 -1.75 5.96
C -2.68 -0.55 5.36
C -1.91 -0.35 4.23
C -1.93 0.89 3.61
C -2.72 1.91 4.12
C -3.49 1.69 5.26
C -3.47 0.45 5.88
H -1.29 -1.15 3.85
H -1.34 1.06 2.72
H -2.74 2.88 3.64
H -4.10 2.49 5.66
H -4.07 0.26 6.76
F 6.40 -4.62 -6.64
C 6.07 -3.32 -6.71
C 5.44 -2.73 -5.63
C 5.11 -1.39 -5.70
C 5.39 -0.65 -6.85
C 6.02 -1.26 -7.92
C 6.37 -2.61 -7.85
H 5.22 -3.32 -4.75
H 4.62 -0.91 -4.86
H 5.13 0.39 -6.90
H 6.24 -0.70 -8.82
H 6.87 -3.10 -8.68
F 4.00 0.77 6.13
C 3.33 -0.35 6.47
C 3.10 -1.32 5.51
C 2.41 -2.47 5.86
C 1.95 -2.63 7.16
C 2.18 -1.65 8.11
C 2.88 -0.50 7.76
H 3.45 -1.17 4.50
H 2.23 -3.24 5.12
H 1.41 -3.53 7.43
H 1.82 -1.77 9.12
H 3.08 0.27 8.49
F -5.87 1.88 -0.39
C -6.16 3.20 -0.57
C -5.27 4.15 -0.12
C -5.57 5.49 -0.31
C -6.76 5.86 -0.92
C -7.65 4.89 -1.35
C -7.35 3.55 -1.18
H -4.35 3.84 0.36
H -4.88 6.25 0.03
H -7.00 6.91 -1.06
H -8.58 5.17 -1.83
H -8.03 2.77 -1.52
F 2.25 -5.27 8.83
C 3.60 -5.33 8.97
C 4.12 -5.96 10.08
C 5.50 -6.02 10.22
C 6.33 -5.45 9.27
C 5.78 -4.81 8.16
C 4.40 -4.76 8.00
H 3.46 -6.39 10.81
H 5.93 -6.52 11.08
H 7.41 -5.49 9.38
H 6.43 -4.36 7.42
H 3.96 -4.27 7.14
F -0.12 -0.73 -9.05
C -1.27 -0.25 -9.55
C -2.05 -1.06 -10.36
C -3.24 -0.56 -10.87
C -3.63 0.74 -10.58
C -2.84 1.54 -9.77
C -1.65 1.05 -9.25
H -1.72 -2.07 -10.58
H -3.86 -1.19 -11.49
H -4.56 1.13 -10.98
H -3.14 2.56 -9.55
H -1.02 1.65 -8.61
*
```

***

The following is a quantum chemistry calculation of a structure of composition C7H10, from OMol25.

Calculated values
LUMO level (alpha / beta) = 0.31 / 0.32 eV
E_HOMO (alpha / beta) = -7.93 / -7.94 eV
Gap between HOMO and LUMO (alpha / beta) = 8.240 / 8.262 eV
ΔE to the lowest compared entry with this formula, charge and spin = 6.420 eV

Structure (ORCA input):
```
! wB97M-V def2-TZVPD RIJCOSX def2/J DEFGRID3
* xyz 0 1
C -0.39 0.26 1.48
C 0.11 -1.06 0.83
C -0.62 -1.11 -0.32
C 0.12 -0.05 -1.11
C 1.58 -0.53 -1.10
C 1.43 -0.39 0.41
C 0.45 0.82 0.27
H -1.47 0.43 1.51
H 0.08 0.54 2.43
H -3.50 0.64 -0.13
H -2.97 1.11 -0.36
H -1.71 -1.13 -0.30
H -0.34 0.39 -1.99
H 1.77 -1.52 -1.51
H 2.27 0.21 -1.51
H 2.26 -0.37 1.12
H 0.83 1.85 0.26
*
```

***

The following is a quantum chemistry calculation of a structure of composition C31H48N2O6P2Tb at a distorted geometry, from OMol25.

Calculated values
LUMO level (alpha / beta) = -5.35 / -5.11 eV
E_HOMO (alpha / beta) = -10.48 / -10.51 eV
Gap between HOMO and LUMO (alpha / beta) = 5.132 / 5.395 eV

Structure (ORCA input):
```
! wB97M-V def2-TZVPD RIJCOSX def2/J DEFGRID3
* xyz 1 7
Tb 1.05 0.23 -0.51
C 0.80 -1.47 -2.63
C 2.19 -1.19 -2.37
C 1.43 -2.68 -0.76
C 0.36 -2.43 -1.67
C 2.55 -1.92 -1.18
C 0.01 -1.08 -3.82
H 0.46 -0.24 -4.37
H -1.01 -0.79 -3.54
H -0.07 -1.93 -4.51
C -0.95 -3.11 -1.69
H -1.24 -3.44 -2.70
H -1.75 -2.46 -1.31
H -0.95 -4.00 -1.03
C 1.42 -3.59 0.40
H 2.42 -3.97 0.61
H 0.74 -4.43 0.26
H 1.08 -3.06 1.31
C 3.84 -1.85 -0.44
H 4.70 -1.83 -1.13
H 3.94 -2.72 0.22
H 3.90 -0.95 0.20
C 3.12 -0.47 -3.28
H 3.48 -1.17 -4.06
H 4.01 -0.10 -2.76
H 2.65 0.38 -3.79
C -0.14 2.22 -0.24
C 0.02 1.98 -1.61
C 1.09 2.69 -2.44
C 2.54 2.63 -1.93
C 2.84 1.64 -0.79
C 2.41 1.83 0.51
C 1.92 3.21 0.94
C 0.42 3.38 0.56
H 0.81 3.75 -2.52
H 2.86 3.64 -1.64
H 1.04 2.28 -3.46
H 0.26 4.34 0.03
H -1.02 1.79 0.28
H -0.92 1.76 -2.14
H -0.15 3.43 1.51
H 2.05 3.34 2.03
H 2.56 1.09 1.34
H 2.51 4.00 0.44
H 3.18 2.35 -2.78
H 3.74 1.02 -0.98
P -3.72 1.36 -1.65
C -4.54 -0.29 -1.51
H -5.63 -0.23 -1.60
H -4.24 -0.74 -0.55
H -4.13 -0.93 -2.32
C -4.26 2.26 -0.15
H -5.36 2.32 -0.07
H -3.83 3.27 -0.20
H -3.84 1.77 0.75
C -4.41 2.29 -3.07
H -3.89 3.27 -3.08
H -5.49 2.43 -2.98
H -4.14 1.76 -3.99
P 1.52 0.59 4.20
C 3.17 0.39 4.96
H 3.33 1.12 5.76
H 3.88 0.58 4.14
H 3.30 -0.65 5.30
C 0.88 2.21 4.70
H 1.49 2.99 4.21
H 0.89 2.33 5.79
H -0.15 2.29 4.30
C 0.37 -0.63 4.89
H 0.42 -0.68 5.98
H 0.60 -1.62 4.44
H -0.65 -0.37 4.56
O -2.02 0.71 1.78
C -1.51 -0.40 1.56
O -0.37 -0.60 0.95
C -2.28 -1.62 1.98
C -1.88 -2.90 1.57
C -2.65 -4.03 1.87
C -3.82 -3.90 2.63
C -4.23 -2.62 3.04
C -3.48 -1.48 2.70
N -5.42 -2.44 3.82
O -6.11 -3.43 4.12
O -5.71 -1.27 4.18
N -2.26 -5.31 1.34
O -1.24 -5.38 0.61
O -2.94 -6.32 1.62
H -0.98 -3.01 0.98
H -4.40 -4.79 2.89
H -3.82 -0.48 2.99
*
```

***

The following is a quantum chemistry calculation of a cluster of 2 separate species, C4H12 in total at a distorted geometry, from OMol25.

Calculated values
LUMO level (alpha / beta) = -3.70 / -11.46 eV
E_HOMO (alpha / beta) = -14.80 / -14.80 eV
Gap between HOMO and LUMO (alpha / beta) = 11.102 / 3.342 eV
ΔE to the lowest compared entry with this formula, charge and spin = 0.752 eV

Structure (ORCA input):
```
! wB97M-V def2-TZVPD RIJCOSX def2/J DEFGRID3
* xyz 1 2
C -0.40 -2.33 -0.47
C 0.39 -2.20 0.87
H 0.02 -1.55 -1.10
H -0.22 -3.28 -0.96
H -1.46 -2.16 -0.31
H -0.23 -2.49 1.71
H 0.81 -1.22 1.09
H 1.23 -2.90 0.79
C 0.30 2.88 0.06
C -0.21 1.58 -0.50
H 0.30 3.62 -0.76
H -0.35 3.54 0.72
H 1.12 2.62 0.77
H 0.28 1.33 -1.45
H -1.28 1.78 -0.70
H -0.30 0.77 0.23
*
```